[1]
{
  "formula": "C48H28Cl2LaN9O3",
  "method": "the ωB97M-V functional and the def2-TZVPD basis",
  "symbols": ["La", "C", "C", "C", "C", "C", "N", "C", "C", "C", "C", "C", "C", "C", "C", "N", "C", "N", "C", "N", "C", "N", "C", "N", "C", "N", "C", "C", "C", "C", "C", "C", "C", "C", "C", "C", "C", "C", "C", "C", "N", "H", "H", "H", "H", "H", "H", "H", "H", "H", "H", "H", "H", "H", "H", "H", "H", "C", "H", "H", "O", "C", "Cl", "C", "C", "C", "C", "C", "Cl", "C", "N", "C", "C", "C", "C", "C", "C", "C", "C", "O", "O", "H", "H", "H", "H", "H", "H", "H", "H", "H", "H"],
  "positions_angstrom": [[0.49833, -0.29319, 0.25983], [-5.88644, -1.42780, 2.89612], [-5.86500, -2.57646, 2.01948], [-4.78061, -2.86689, 1.25225], [-3.61161, -2.03994, 1.32436], [-2.30846, -2.12893, 0.79237], [-1.93372, -3.10259, -0.16935], [-0.65765, -3.43061, -0.35756], [-0.24290, -4.41492, -1.44306], [-0.95630, -5.27854, -2.30484], [-0.23730, -6.11682, -3.15599], [1.15729, -6.06513, -3.19895], [1.86196, -5.24961, -2.30868], [1.15600, -4.45849, -1.39697], [1.58283, -3.46828, -0.32706], [2.86217, -3.18218, -0.11554], [3.24768, -2.20662, 0.84601], [2.55934, -1.10732, 1.26989], [3.28408, -0.45921, 2.23668], [2.99840, 0.82552, 2.80693], [1.63173, 1.43934, 2.79468], [0.44341, 0.71501, 2.36858], [-0.66885, 1.19208, 2.99393], [-1.92174, 0.80930, 2.87903], [-2.31465, -0.33356, 2.13805], [-1.56354, -1.10121, 1.30119], [-3.61745, -0.88979, 2.18889], [-4.79420, -0.59158, 2.95443], [-0.24756, 2.27831, 3.91693], [-1.00266, 3.09886, 4.75087], [-0.33004, 3.99448, 5.56384], [1.07274, 4.08944, 5.52579], [1.82859, 3.31165, 4.66456], [1.15624, 2.39665, 3.85388], [4.48661, -1.14334, 2.43477], [5.61280, -0.96590, 3.31801], [6.65543, -1.84739, 3.26001], [6.63131, -2.96331, 2.34901], [5.57814, -3.15353, 1.49010], [4.48361, -2.25537, 1.51546], [0.46157, -2.94352, 0.27902], [-6.77589, -1.27957, 3.49118], [-6.73830, -3.21658, 1.99460], [-4.79714, -3.75262, 0.61822], [-2.03770, -5.32004, -2.27172], [-0.76739, -6.79871, -3.79643], [1.70278, -6.72829, -3.87156], [2.94806, -5.25728, -2.31100], [-4.79870, 0.25482, 3.63357], [-2.07584, 3.00423, 4.72605], [-0.85178, 4.64372, 6.24477], [1.55463, 4.77690, 6.21423], [2.90703, 3.37628, 4.65224], [5.64960, -0.15564, 4.03061], [7.51649, -1.75564, 3.91433], [7.47220, -3.65871, 2.35326], [5.59916, -4.00030, 0.80833], [2.71464, 1.88794, 1.84799], [2.62939, 1.59587, 0.79726], [3.19012, 2.85867, 1.98985], [1.09745, -1.82378, -3.16240], [1.70391, -1.19524, -2.47999], [-1.65105, -0.55330, -2.01323], [-2.77080, 0.76209, -1.86833], [-3.93957, 0.49200, -1.18452], [-4.94007, 1.46019, -1.22607], [-4.68678, 2.66909, -1.87338], [-3.46943, 2.93119, -2.48230], [-3.23270, 4.53190, -3.10388], [-2.45296, 1.97584, -2.50276], [-1.18479, 2.08350, -3.05219], [-0.64772, 2.85487, -4.08082], [-1.41343, 3.16537, -5.21002], [-0.91979, 3.96008, -6.21878], [0.40089, 4.40041, -6.16472], [1.18659, 4.03359, -5.07554], [0.69579, 3.25900, -4.04035], [1.70253, 2.87939, -2.96032], [1.25147, 2.71251, -1.50982], [1.40915, 3.56741, -0.66328], [0.75166, 1.51817, -1.29227], [-4.08521, -0.46517, -0.70532], [-5.88046, 1.28343, -0.72782], [-5.43678, 3.44742, -1.89469], [-0.46629, 1.56713, -2.52867], [-2.43212, 2.79369, -5.26146], [-1.55126, 4.20676, -7.05574], [0.77892, 5.04389, -6.95249], [2.21349, 4.35280, -4.99201], [2.50234, 3.61204, -2.99971], [2.11606, 1.91001, -3.24983]],
  "mulliken_charge": [0.712, -0.659, -0.600, -0.166, 0.148, -0.548, -0.344, 0.029, 0.421, -0.302, -0.494, -0.617, -0.174, 0.149, -0.192, -0.495, -0.577, 0.413, -0.512, -0.282, 1.364, 0.152, 0.014, -0.683, -0.606, -0.248, 0.741, -0.265, -0.108, 0.008, -0.583, -0.602, -0.423, -0.357, 0.452, -0.464, -0.557, -0.553, -0.296, 0.282, -0.757, 0.392, 0.371, 0.430, 0.514, 0.389, 0.359, 0.512, 0.483, 0.557, 0.384, 0.362, 0.488, 0.465, 0.365, 0.352, 0.454, -0.722, -0.127, 0.227, -0.147, 0.020, -0.065, 0.296, -0.610, -0.642, -0.515, 0.796, -0.217, -0.498, 0.263, 0.642, -0.038, -0.619, -0.821, -0.676, 0.470, -1.307, 0.429, -0.679, -0.184, 0.495, 0.441, 0.406, -0.283, 0.502, 0.395, 0.350, 0.357, 0.429, 0.333],
  "energy_ev": -95694.647,
  "homo_energy_ev": -0.622,
  "de_lowest_kj_mol": 49.96,
  "charge": -2,
  "gap_ev": 4.498
}


[2]
{
  "formula": "C48H28Cl5N2O3S4Sr",
  "method": "the ωB97M-V functional and the def2-TZVPD basis",
  "symbols": ["Sr", "Cl", "C", "C", "Cl", "C", "Cl", "C", "O", "C", "Cl", "C", "Cl", "S", "C", "C", "C", "C", "N", "C", "C", "C", "S", "C", "N", "H", "H", "C", "C", "C", "C", "C", "C", "C", "S", "O", "C", "C", "C", "C", "C", "C", "C", "C", "C", "C", "C", "C", "C", "C", "C", "C", "C", "C", "C", "C", "S", "O", "C", "C", "C", "C", "C", "C", "C", "H", "H", "H", "H", "H", "H", "H", "H", "H", "H", "H", "H", "H", "H", "H", "H", "H", "H", "H", "H", "H", "H", "H", "H", "H", "H"],
  "positions_angstrom": [[-1.44356, 2.60037, 0.20343], [-5.23457, 4.53205, -6.50480], [-4.36806, 3.89379, -5.15442], [-4.88643, 4.00731, -3.86309], [-6.39701, 4.79871, -3.61199], [-4.19307, 3.48864, -2.78406], [-4.78113, 3.64546, -1.16872], [-2.95091, 2.81796, -2.93207], [-2.33845, 2.31912, -1.91959], [-2.44684, 2.74040, -4.24942], [-0.91701, 1.96457, -4.45642], [-3.14062, 3.26075, -5.33352], [-2.47583, 3.11828, -6.92028], [-1.33917, 5.30514, 0.89575], [-0.54381, 5.04754, 2.43990], [0.39691, 6.00895, 2.83453], [1.09410, 5.93650, 4.03072], [2.08509, 6.92461, 4.33997], [2.89435, 7.71074, 4.56664], [0.83905, 4.86778, 4.90207], [-0.09251, 3.90818, 4.53412], [-0.78361, 3.94382, 3.31513], [-1.86672, 2.58939, 3.00711], [1.56943, 4.70565, 6.12388], [2.14925, 4.53834, 7.10393], [0.58982, 6.83567, 2.16412], [-0.27781, 3.07570, 5.20071], [0.05535, -4.03157, -6.57310], [-0.02567, -3.13805, -5.36460], [-1.14117, -2.33549, -5.14408], [-1.22306, -1.52153, -4.02422], [-0.18125, -1.52706, -3.11087], [0.94989, -2.29828, -3.31647], [1.01883, -3.10164, -4.44216], [-0.26154, -0.47242, -1.66694], [1.13014, -0.32273, -1.16485], [-1.19331, -1.59625, -0.61412], [-2.59287, -1.49301, -0.79719], [-3.43714, -2.24485, -0.04070], [-2.92713, -3.11360, 0.95395], [-3.78775, -3.89541, 1.76263], [-3.28092, -4.70452, 2.73652], [-1.88805, -4.76360, 2.95625], [-1.03372, -4.01948, 2.19650], [-1.52848, -3.18063, 1.16588], [-0.65092, -2.39884, 0.35133], [0.82179, -2.46970, 0.60822], [1.59986, -3.48018, -0.02618], [1.02680, -4.42359, -0.91587], [1.80315, -5.36437, -1.52987], [3.19313, -5.40981, -1.28947], [3.77063, -4.51713, -0.43243], [2.99167, -3.53435, 0.22604], [3.57091, -2.61014, 1.13175], [2.80606, -1.66699, 1.74727], [1.42442, -1.59127, 1.47111], [0.33446, -0.37167, 2.23259], [-0.05881, -0.92755, 3.55023], [1.49132, 0.95812, 2.50931], [1.76008, 1.34203, 3.80643], [2.51416, 2.48754, 4.03065], [2.96768, 3.26757, 2.97361], [3.71410, 4.55014, 3.22264], [2.68157, 2.85542, 1.66922], [1.94828, 1.70606, 1.42670], [-0.66117, -3.73006, -7.33625], [-0.16149, -5.06755, -6.30314], [1.05286, -4.00926, -7.01290], [-1.94733, -2.32846, -5.86775], [-2.07549, -0.86922, -3.88020], [1.76189, -2.25147, -2.60051], [1.90120, -3.70871, -4.60981], [-2.98087, -0.79031, -1.52709], [-4.50954, -2.16795, -0.17255], [-4.85633, -3.82941, 1.59716], [-3.94636, -5.29405, 3.35395], [-1.49801, -5.39294, 3.74544], [0.03075, -4.04672, 2.38661], [-0.03776, -4.38580, -1.11028], [1.35178, -6.07727, -2.20810], [3.79887, -6.15702, -1.78626], [4.83629, -4.54655, -0.23819], [4.63587, -2.66410, 1.32431], [3.24763, -0.95932, 2.43656], [1.35366, 0.75707, 4.62278], [2.72295, 2.79903, 5.04785], [4.03607, 4.62640, 4.26044], [3.07219, 5.40834, 3.01414], [4.59101, 4.63213, 2.57882], [3.03434, 3.45016, 0.83416], [1.74357, 1.37646, 0.41144]],
  "mulliken_charge": [1.269, -0.215, 0.391, 0.063, -0.202, 0.695, -0.163, -1.316, -0.656, 0.739, -0.157, 0.028, -0.206, -0.591, 0.213, -0.627, 0.094, 0.541, -0.637, 0.158, -1.040, 0.447, -0.408, 0.205, -0.652, 0.518, 0.519, -1.538, 1.008, -0.850, -0.272, 0.004, -0.570, -0.817, 1.227, -0.774, 1.249, -1.029, -1.193, 0.787, -1.050, -0.586, -1.031, -0.764, 0.896, -0.617, 0.788, 0.349, -0.842, -0.833, -0.685, -1.067, 0.972, -1.234, -0.969, 0.787, 1.341, -0.791, -0.146, -0.829, -0.487, 0.908, -1.929, -0.831, -0.392, 0.370, 0.286, 0.373, 0.359, 0.413, 0.642, 0.406, 0.370, 0.402, 0.438, 0.397, 0.420, 0.538, 0.530, 0.457, 0.402, 0.450, 0.386, 0.607, 0.604, 0.619, 0.332, 0.220, 0.567, 0.466, 0.744],
  "energy_ev": -166147.544,
  "homo_energy_ev": -4.726,
  "de_lowest_kj_mol": 51.49,
  "charge": -1,
  "gap_ev": 6.249
}